C19H23N3O2 | ωB97M-V with the def2-TZVPD basis set

Each line ends with the Löwdin charge.
CARTESIAN COORDINATES (ANGSTROEM)
1 C 2.65704 -0.76966 -0.09963  -0.23
2 C -4.13902 1.96530 0.30317  -0.10
3 C 0.34912 1.15383 -0.01796  -0.52
4 C 1.50488 -3.19755 0.73095  -0.11
5 H 4.33801 2.08801 -0.09765  0.12
6 N -0.07894 0.92404 1.26522  0.07
7 N 3.25028 0.41053 -0.54071  -0.09
8 H -4.71908 -0.88082 -1.40533  0.10
9 C 2.38540 2.24639 0.86838  -0.13
10 C -2.43293 0.33173 0.79262  -0.14
11 H -2.49175 2.29477 1.62284  0.11
12 H -3.96464 -3.03107 -0.98880  0.09
13 H -4.55255 2.95188 0.44855  0.10
14 C 2.42158 -1.03610 1.25185  -0.04
15 H 2.46252 3.17901 -1.50363  0.12
16 H 2.21686 0.29961 -2.34695  0.10
17 C -1.13734 -0.04938 1.46482  -0.11
18 H -0.05775 1.70193 1.90431  0.13
19 C 1.85321 -2.22992 1.65446  -0.10
20 H 4.13779 0.97869 1.26011  0.12
21 H 2.64350 3.30651 0.97333  0.12
22 H 1.67067 -2.39578 2.70697  0.10
23 C -3.06714 -0.58184 -0.06206  -0.23
24 H 2.56027 -1.64416 -2.06536  0.11
25 H -2.88145 -2.21256 -2.15418  0.10
26 C -4.22278 -0.19862 -0.73297  -0.02
27 C 2.34398 -1.77894 -1.01694  -0.03
28 H 2.02070 1.88020 1.82610  0.10
29 O -0.11248 0.58497 -0.98431  0.11
30 H 1.07344 2.29376 -2.17814  0.12
31 C -4.75134 1.06800 -0.54948  -0.09
32 O -2.50000 -1.81525 -0.15648  -0.09
33 H -1.27702 -0.16919 2.54240  0.13
34 H 1.04473 -4.12080 1.04889  0.10
35 C 1.89887 2.24355 -1.46888  -0.12
36 H 1.52391 -3.71361 -1.34629  0.10
37 H -5.64893 1.34895 -1.08072  0.10
38 C -2.94078 -2.68450 -1.16912  -0.08
39 H -0.79147 -0.99526 1.04320  0.11
40 H 2.66361 -0.31080 2.01216  0.10
41 C 1.76653 -2.96264 -0.60806  -0.09
42 H -2.26360 -3.53695 -1.13715  0.09
43 C 3.62578 1.42971 0.41031  -0.14
44 H 3.66874 1.32789 -2.36931  0.12
45 N 1.34395 2.11688 -0.13307  -0.05
46 C -2.98152 1.59024 0.96456  -0.04
47 C 2.79755 1.02056 -1.77832  -0.13

Force components x, y, z for each atom (eV/Å):
0.1 -0.4 0.1
-0.1 0.1 0.0
0.1 0.5 0.3
-0.1 -0.1 0.1
0.0 0.0 0.1
-0.2 0.1 0.3
0.2 0.1 0.0
0.0 -0.1 -0.1
0.1 0.0 0.2
0.0 -0.2 0.0
0.1 0.1 0.1
0.1 0.0 0.0
0.0 0.1 0.0
0.1 0.2 0.0
0.0 0.0 0.0
0.1 0.1 0.0
0.1 -0.2 -0.2
0.1 0.0 -0.1
-0.1 -0.2 0.0
0.0 0.1 0.0
0.0 -0.1 0.1
0.0 0.0 0.1
-0.1 0.3 0.2
0.0 0.0 -0.1
0.0 0.0 0.0
0.1 -0.3 -0.1
0.0 0.0 -0.1
0.0 0.1 0.0
-0.1 -0.3 -0.2
0.2 0.1 0.0
0.0 0.1 0.0
0.1 0.3 0.2
0.0 -0.1 -0.1
0.0 -0.1 0.0
-0.2 0.0 -0.1
0.0 -0.1 -0.1
-0.1 0.0 0.0
-0.1 -0.2 -0.1
0.0 0.1 0.2
0.0 0.1 0.0
0.0 0.0 0.0
-0.1 0.0 0.0
0.0 0.0 0.1
-0.1 0.0 0.0
-0.1 0.1 -0.1
0.0 -0.2 0.0
0.0 0.1 -0.2

Properties
Max |F|: 0.6 eV Å⁻¹
Spin multiplicity: 1
LUMO energy: 0.76 eV
Relative energy (zero: lowest compared OMol25 entry of this formula, charge and spin): 1.846 eV
Frontier orbital gap: 8.3 eV
Highest occupied orbital energy: -7.57 eV